## one
The following is a quantum chemistry calculation of a structure of composition C4H8N2O2, from the Open Molecules 2025 dataset.

Values from the calculation:
HOMO energy = -9.44 eV
Gap between HOMO and LUMO = 9.05 eV
LUMO = -0.388 eV

XYZ file:
```
16
C4H8N2O2 (ωB97M-V/def2-TZVPD)
O -0.54 -0.25 1.28
O -1.34 0.13 -0.69
N 1.86 -0.11 -1.02
N -1.14 1.54 -1.10
C -0.17 -0.28 -0.04
C 0.10 1.74 -1.01
C 0.93 0.66 -0.15
C -1.30 -1.27 1.45
H -2.27 -0.97 2.55
H 0.70 2.55 -1.29
H 2.97 -0.30 -0.46
H -0.05 -1.33 -0.17
H -0.53 -2.42 1.91
H 1.09 1.27 0.80
H -2.11 -1.54 0.29
H 1.78 0.58 -2.37
```

***

## two
The following is a quantum chemistry calculation of a structure of composition C4H8N2O2, from the Open Molecules 2025 dataset.

Values from the calculation:
HOMO energy = -9.60 eV
Gap between HOMO and LUMO = 9.92 eV
LUMO = 0.328 eV

XYZ file:
```
16
C4H8N2O2 (ωB97M-V/def2-TZVPD)
O 0.57 -0.26 1.59
O -2.86 -0.66 0.81
N -1.04 -1.17 -0.32
N 0.31 -0.61 -0.54
C -1.66 1.28 0.01
C 2.50 0.13 0.05
C -1.94 -0.13 0.04
C 1.06 -0.28 0.56
H 3.37 0.26 1.21
H -2.92 1.47 0.06
H -1.09 -2.03 0.09
H -0.91 1.55 0.57
H -1.19 1.51 -1.38
H 2.37 0.87 -0.54
H 2.92 -1.06 -0.51
H 0.51 -0.87 -1.71
```

***

Which of them is the least stable? Correct choice: one.

***

## one
The following is a quantum chemistry calculation of a cluster of 3 separate species, C5H11N3O in total, from the Open Molecules 2025 dataset.

Values from the calculation:
HOMO energy = -6.93 eV
Gap between HOMO and LUMO = 7.47 eV
LUMO = 0.540 eV

XYZ file:
```
20
C5H11N3O (ωB97M-V/def2-TZVPD)
O -2.99 0.62 0.97
N 3.04 -1.04 0.24
N 1.02 0.86 -0.78
N 1.78 -1.43 0.64
C -0.49 -0.49 2.09
C -2.15 0.51 0.12
C 0.40 -0.32 -0.36
C -2.37 1.07 -1.28
C -0.36 -0.35 0.79
H -3.30 1.63 -1.33
H 3.09 -0.76 -0.74
H 0.26 -0.98 2.69
H -1.43 -0.21 2.55
H -1.54 1.72 -1.56
H -2.41 0.24 -1.99
H 1.28 0.90 -1.76
H 1.56 -2.29 0.15
H 3.37 -0.28 0.82
H 0.06 -0.95 -1.19
H 1.16 1.56 -0.07
```

***

## two
The following is a quantum chemistry calculation of an isolated molecule of C5H11N3O, from the Open Molecules 2025 dataset.

Values from the calculation:
HOMO energy = -9.49 eV
SMILES = [H]/N=C/N(N)[C@@H]1CCOC1
Gap between HOMO and LUMO = 10.22 eV
LUMO = 0.733 eV

XYZ file:
```
20
C5H11N3O (ωB97M-V/def2-TZVPD)
O 2.36 0.03 -0.85
N -1.02 2.04 -0.05
N -1.30 -0.26 -0.71
N -2.19 -1.22 0.11
C -1.69 0.98 -0.21
C 1.03 -0.09 -1.24
C 0.78 -0.25 1.01
C 0.05 -0.78 -0.22
C 2.19 0.27 0.54
H 0.46 0.81 -1.39
H -1.57 -1.69 0.97
H 0.93 -1.09 1.87
H 2.23 1.31 0.60
H 0.20 -1.91 -0.18
H 0.92 -0.78 -2.20
H -2.39 -2.08 -0.47
H -2.76 1.14 -0.32
H 0.26 0.65 1.45
H -1.64 2.89 0.16
H 3.17 0.02 1.14
```

***

Which of them is the least stable? Correct choice: one.

***

## one
The following is a quantum chemistry calculation of a structure of composition C5H11N3O, from the Open Molecules 2025 dataset.

Values from the calculation:
HOMO energy = -8.05 eV
Gap between HOMO and LUMO = 7.69 eV
LUMO = -0.365 eV

XYZ file:
```
20
C5H11N3O (ωB97M-V/def2-TZVPD)
O 3.48 -1.00 0.14
N -0.27 0.69 -0.21
N 2.38 -0.40 0.17
N -0.90 -1.72 -0.04
C -0.70 1.16 1.07
C 1.33 -1.13 -0.21
C 0.53 1.65 -0.90
C 0.06 -0.72 -0.20
C -2.22 -1.40 -0.12
H 0.26 1.49 1.79
H -1.28 2.40 0.62
H -3.21 -2.06 -0.97
H -2.64 -0.33 -0.31
H -0.49 2.48 -1.16
H -1.61 0.31 1.56
H 1.45 -2.27 -0.65
H -2.65 -2.07 0.83
H 1.46 2.17 -0.57
H 4.10 -0.19 0.84
H 0.90 0.94 -1.68
```

***

## two
The following is a quantum chemistry calculation of an isolated molecule of C5H11N3O, from the Open Molecules 2025 dataset.

Values from the calculation:
HOMO energy = -6.77 eV
SMILES = C/C=C(/O)C(N)=C(N)N
Gap between HOMO and LUMO = 7.65 eV
LUMO = 0.876 eV

XYZ file:
```
20
C5H11N3O (ωB97M-V/def2-TZVPD)
O 0.28 -2.10 -0.97
N -0.02 1.48 -0.99
N -2.16 -1.24 0.37
N -2.45 1.10 0.27
C 1.86 -0.64 0.02
C -1.60 0.00 0.06
C 2.31 0.62 0.70
C -0.40 0.17 -0.52
C 0.65 -0.85 -0.49
H -0.82 1.94 -1.40
H 0.71 1.40 -1.68
H -2.53 -1.31 1.31
H 2.59 -1.45 -0.01
H -1.51 -2.00 0.16
H 3.21 1.02 0.20
H -1.98 1.93 0.62
H 1.54 1.36 0.68
H 2.58 0.39 1.75
H -3.28 0.87 0.80
H 1.03 -2.70 -0.89
```

***

## three
The following is a quantum chemistry calculation of a cluster of 2 separate species, C5H11N3O in total, from the Open Molecules 2025 dataset.

Values from the calculation:
HOMO energy = -8.78 eV
SMILES = NCC(N)=O.CCC#N
Gap between HOMO and LUMO = 9.52 eV
LUMO = 0.745 eV

XYZ file:
```
20
C5H11N3O (ωB97M-V/def2-TZVPD)
O -0.96 -0.12 -1.85
N 0.45 -0.01 1.62
N -1.39 1.53 -0.38
N -2.25 -0.76 1.47
C -2.38 -0.72 0.04
C 0.94 -0.05 0.58
C 3.23 -0.28 -0.19
C 1.79 0.00 -0.58
C -1.41 0.23 -0.78
H -2.44 0.15 1.88
H 1.69 0.99 -1.04
H 1.43 -0.74 -1.31
H -2.22 -1.72 -0.37
H 3.32 -1.27 0.25
H -1.66 1.78 0.56
H 3.58 0.45 0.54
H -0.92 2.21 -0.94
H 3.88 -0.24 -1.06
H -3.39 -0.41 -0.21
H -1.31 -1.03 1.76
```

***

Which of them is the least stable? Correct choice: one.

***

## one
The following is a quantum chemistry calculation of an isolated molecule of C4H5NO2S, from the Open Molecules 2025 dataset.

Values from the calculation:
HOMO energy = -8.14 eV
SMILES = O=CN1C=COCS1
Gap between HOMO and LUMO = 8.62 eV
LUMO = 0.482 eV

XYZ file:
```
13
C4H5NO2S (ωB97M-V/def2-TZVPD)
S 0.39 -1.58 -0.24
O -1.92 -0.23 -0.33
O 3.17 -0.63 -0.38
N 0.83 0.08 0.32
C 2.33 0.26 0.10
C -0.02 1.18 -0.01
C -1.35 0.90 -0.28
C -1.32 -1.47 0.23
H -1.26 -1.53 1.33
H 0.44 2.16 -0.42
H 2.65 1.31 0.42
H -1.93 1.86 -0.57
H -2.03 -2.32 -0.16
```

***

## two
The following is a quantum chemistry calculation of an isolated molecule of C4H5NO2S, from the Open Molecules 2025 dataset.

Values from the calculation:
HOMO energy = -8.60 eV
SMILES = O=C1CONC(=S)C1
Gap between HOMO and LUMO = 8.57 eV
LUMO = -0.035 eV

XYZ file:
```
13
C4H5NO2S (ωB97M-V/def2-TZVPD)
S 2.61 -0.42 -0.21
O -2.44 -1.49 -0.20
O -0.81 1.63 0.43
N 0.55 1.17 -0.04
C 0.92 0.01 0.16
C -0.18 -0.96 0.59
C -1.82 0.86 -0.38
C -1.60 -0.54 -0.15
H -1.66 1.15 -1.44
H 1.38 1.97 0.08
H 0.11 -2.08 0.34
H -0.56 -1.11 1.72
H -2.78 1.23 -0.18
```

***

## three
The following is a quantum chemistry calculation of a structure of composition C4H5NO2S, from the Open Molecules 2025 dataset.

Values from the calculation:
HOMO energy = -9.25 eV
Gap between HOMO and LUMO = 8.41 eV
LUMO = -0.841 eV

XYZ file:
```
13
C4H5NO2S (ωB97M-V/def2-TZVPD)
S -2.16 -0.64 -1.05
O 2.08 -0.95 -0.49
O -1.14 2.23 0.34
N 0.18 0.43 -0.66
C -0.57 -1.21 1.09
C -0.15 1.75 -0.31
C -0.76 -0.55 -0.20
C 1.54 0.10 -0.82
H 0.12 -0.68 1.83
H -1.80 -1.36 1.64
H 2.02 1.08 -1.36
H -0.13 -2.44 0.73
H 0.75 2.24 -0.74
```

***

## four
The following is a quantum chemistry calculation of an isolated molecule of C4H5NO2S, from the Open Molecules 2025 dataset.

Values from the calculation:
HOMO energy = -8.45 eV
SMILES = Cc1csn(O)c1=O
Gap between HOMO and LUMO = 9.04 eV
LUMO = 0.591 eV

XYZ file:
```
13
C4H5NO2S (ωB97M-V/def2-TZVPD)
S 1.80 -1.25 0.71
O 2.80 0.27 -1.28
O 0.10 1.36 -1.49
N 1.67 -0.09 -0.58
C 0.49 0.61 -0.66
C 0.19 -1.04 1.14
C -0.53 -0.16 0.43
C -1.93 0.27 0.52
H 2.51 0.53 -2.17
H -2.19 0.94 -0.50
H -2.16 0.89 1.40
H -0.11 -1.72 1.86
H -2.64 -0.60 0.63
```

***

Which of them is the least stable? Correct choice: two.